No. 1
The following is a quantum chemistry calculation of an isolated molecule of C9H10O2S, from OMol25.

Last column: Löwdin charge in e.
Atoms and positions in Å:
1 C -0.77 2.11 1.11  -0.104
2 C 0.42 2.18 0.19  -0.089
3 C 1.89 0.58 -1.35  -0.209
4 C -1.68 1.10 1.10  -0.084
5 C 1.64 -0.51 -1.99  -0.123
6 C 1.13 1.20 -0.33  0.055
7 C -1.62 -0.11 0.14  -0.185
8 C -0.31 -0.86 0.28  -0.329
9 C 0.11 -1.59 1.52  -0.102
10 O 1.01 -2.87 -0.97  -0.331
11 O -0.69 -1.73 -2.29  -0.354
12 S 0.35 -1.61 -1.25  0.696
13 H -1.02 3.05 1.67  0.113
14 H 0.53 3.21 0.02  0.091
15 H 2.84 1.09 -1.49  0.125
16 H -2.54 1.30 1.74  0.100
17 H 2.31 -0.93 -2.86  0.153
18 H -2.55 -0.71 0.08  0.130
19 H -1.48 0.45 -0.86  0.142
20 H 0.34 -0.80 2.40  0.133
21 H 0.87 -2.37 1.26  0.070
22 H -0.79 -2.18 1.90  0.103

For the frontier orbital gap (alpha / beta), the calculation gives 7.47 / 7.76 eV. The value obtained for the HOMO energy (alpha / beta) is -8.35 / -8.58 eV. The value obtained for the LUMO energy (alpha / beta) is -0.88 / -0.82 eV. As for the charge: 0. The energy above the lowest of the compared OMol25 structures with the same formula, charge and spin comes out at 5.556 eV.



No. 2
The following is a quantum chemistry calculation of an isolated molecule of C9H10O2Si, from OMol25.

Last column: Löwdin charge in e.
Atoms and positions in Å:
1 C -0.76 2.13 -1.54  -0.199
2 Si -0.76 0.40 -0.67  0.728
3 C -1.06 0.22 1.15  -0.331
4 C -1.11 1.21 2.10  -0.081
5 C -1.20 0.49 3.27  -0.117
6 O -1.44 -0.83 3.07  0.043
7 C -1.25 -0.97 1.75  -0.137
8 C 0.81 -0.61 -1.06  -0.287
9 C 1.01 -2.05 -1.21  -0.065
10 C 2.37 -2.20 -1.44  -0.148
11 O 2.97 -1.02 -1.56  0.005
12 C 2.01 -0.05 -1.30  -0.130
13 H -1.76 2.47 -1.78  0.020
14 H -0.18 2.21 -2.41  -0.007
15 H -0.35 2.93 -0.87  0.036
16 H -1.74 -0.36 -1.49  -0.004
17 H -0.65 2.20 2.02  0.122
18 H -1.17 0.88 4.26  0.113
19 H -1.17 -1.93 1.33  0.114
20 H 0.44 -2.91 -0.90  0.091
21 H 2.79 -3.18 -1.59  0.120
22 H 2.19 0.99 -1.14  0.114

For the frontier orbital gap, the calculation gives 9.58 eV. The value obtained for the HOMO energy is -8.77 eV. The value obtained for the LUMO energy is 0.81 eV. As for the charge: 0. The energy above the lowest of the compared OMol25 structures with the same formula, charge and spin comes out at 0.612 eV. As for the SMILES: C[SiH](c1ccoc1)c1ccoc1.



No. 3
The following is a quantum chemistry calculation of an isolated molecule of C9H10Si, from OMol25.

Last column: Löwdin charge in e.
Atoms and positions in Å:
1 Si 2.81 0.81 0.07  0.666
2 C 1.23 -0.16 0.11  -0.318
3 C 1.28 -1.53 0.52  -0.117
4 C 0.10 -2.28 0.69  -0.086
5 C -1.14 -1.66 0.45  -0.021
6 C -1.17 -0.35 -0.02  -0.228
7 C -0.04 0.38 -0.17  -0.212
8 C -0.50 1.67 -0.55  -0.059
9 C -1.81 1.73 -0.62  -0.049
10 C -2.40 0.33 -0.44  -0.102
11 H 3.14 1.77 -0.96  -0.104
12 H 3.77 -0.30 -0.14  -0.061
13 H 2.95 1.78 1.17  -0.079
14 H 2.16 -2.04 0.99  0.107
15 H 0.11 -3.32 0.98  0.096
16 H -2.07 -2.27 0.36  0.128
17 H -0.03 2.56 -0.78  0.089
18 H -2.48 2.59 -0.73  0.116
19 H -2.85 0.06 -1.34  0.113
20 H -3.05 0.22 0.39  0.118

For the frontier orbital gap, the calculation gives 9.27 eV. The value obtained for the HOMO energy is -8.51 eV. The value obtained for the LUMO energy is 0.76 eV. As for the charge: 0. The energy above the lowest of the compared OMol25 structures with the same formula, charge and spin comes out at 0.089 eV. As for the SMILES: [SiH3]c1cccc2c1C=CC2.



No. 4
The following is a quantum chemistry calculation of an isolated molecule of C9H11B, from OMol25.

Last column: Löwdin charge in e.
Atoms and positions in Å:
1 C -2.96 0.21 1.18  -0.098
2 C -1.68 -0.18 0.48  -0.140
3 C -1.47 -1.13 -0.48  -0.045
4 B -0.20 -1.48 -1.17  -0.112
5 C 1.02 -0.67 -0.58  -0.178
6 C 1.89 -0.07 -1.57  -0.053
7 C 2.96 0.69 -1.17  -0.099
8 C 3.19 0.97 0.21  -0.106
9 C 2.52 0.16 1.08  -0.130
10 C 1.44 -0.66 0.73  -0.088
11 H -3.39 1.29 1.21  0.118
12 H -2.73 -0.10 2.17  0.061
13 H -3.79 -0.35 0.80  0.059
14 H -0.96 0.63 0.70  0.113
15 H -2.41 -1.57 -0.68  0.070
16 H -0.12 -2.11 -2.08  0.051
17 H 1.61 0.07 -2.57  0.085
18 H 3.64 1.15 -1.90  0.102
19 H 4.19 1.53 0.51  0.137
20 H 2.79 0.21 2.25  0.144
21 H 0.78 -1.04 1.52  0.111

For the frontier orbital gap, the calculation gives 8.99 eV. The value obtained for the HOMO energy is -9.08 eV. The value obtained for the LUMO energy is -0.09 eV. As for the charge: 0. The energy above the lowest of the compared OMol25 structures with the same formula, charge and spin comes out at 1.844 eV. As for the SMILES: C/C=C/Bc1ccccc1.



No. 5
The following is a quantum chemistry calculation of a cluster of 2 separate species, C9H11BFNO5 in total, from OMol25.

Last column: Löwdin charge in e.
Atoms and positions in Å:
1 C 2.90 -2.08 -0.21  -0.087
2 O 1.80 -2.51 0.68  -0.051
3 B 0.79 -1.45 0.85  -0.386
4 O 0.73 -0.82 2.22  0.030
5 C -0.15 -0.98 -0.41  0.096
6 C 0.04 0.13 -1.38  -0.018
7 C 1.26 1.23 -1.46  -0.108
8 C 1.50 1.99 -0.02  -0.132
9 F 1.81 3.44 -0.12  -0.116
10 C -1.23 0.05 -2.42  -0.170
11 O -1.30 0.89 -3.47  0.018
12 O -2.15 -1.03 -1.99  0.033
13 C -1.56 -1.71 -0.81  -0.178
14 O -2.16 -2.76 -0.21  0.029
15 H 2.66 -1.10 -0.83  0.080
16 H 3.16 -2.91 -1.02  0.118
17 H 3.86 -1.86 0.42  0.115
18 H -0.19 -0.95 2.61  0.066
19 H 2.26 0.79 -1.93  0.131
20 H 0.93 2.09 -2.22  0.139
21 H 0.48 1.87 0.59  0.133
22 H 2.30 1.37 0.60  0.141
23 C -3.26 1.22 1.35  -0.060
24 C -2.40 0.74 2.51  -0.167
25 N -1.69 0.34 3.47  0.112
26 H -2.63 1.41 0.48  0.066
27 H -3.99 0.45 1.09  0.084
28 H -3.78 2.13 1.63  0.081

For the frontier orbital gap, the calculation gives 8.79 eV. The value obtained for the HOMO energy is -10.93 eV. The value obtained for the LUMO energy is -2.13 eV. As for the charge: 0. The energy above the lowest of the compared OMol25 structures with the same formula, charge and spin comes out at 6.792 eV. As for the SMILES: COB(O)C1=C(CCF)C(=O)OC1=O.CC#N.



No. 6
The following is a quantum chemistry calculation of an isolated molecule of C9H11BrINO2, from OMol25.

Last column: Löwdin charge in e.
Atoms and positions in Å:
1 C -0.91 1.51 -0.91  -0.485
2 C -1.42 -1.10 0.07  -0.492
3 C 0.59 -0.71 1.58  -0.146
4 C 0.15 0.56 -0.39  -0.289
5 C 1.82 0.19 1.34  -0.432
6 C 1.23 1.23 0.39  0.040
7 C 2.98 -0.42 0.57  -1.052
8 C -0.94 1.64 -2.37  -0.023
9 C -2.15 -2.08 0.97  0.007
10 N -0.30 -0.50 0.51  -0.022
11 O -1.49 2.12 -0.06  0.109
12 O -1.92 -0.62 -0.93  0.049
13 Br 2.48 -1.60 -0.84  0.696
14 I 4.52 0.81 -0.13  0.811
15 H 0.97 -1.71 1.52  0.096
16 H 0.09 -0.51 2.54  0.146
17 H 0.47 0.02 -1.37  0.110
18 H 2.17 0.58 2.19  0.086
19 H 1.72 2.22 0.15  0.122
20 H -0.43 0.82 -2.99  0.115
21 H -0.49 2.69 -2.53  0.122
22 H -1.95 1.78 -2.81  0.097
23 H -3.14 -1.53 1.28  0.122
24 H -1.47 -2.36 1.84  0.084
25 H -2.56 -3.04 0.36  0.130

For the frontier orbital gap (alpha / beta), the calculation gives 8.21 / 7.49 eV. The value obtained for the HOMO energy (alpha / beta) is -8.48 / -8.43 eV. The value obtained for the LUMO energy (alpha / beta) is -0.27 / -0.94 eV. As for the charge: 0. The energy above the lowest of the compared OMol25 structures with the same formula, charge and spin comes out at 0.000 eV.



No. 7
The following is a quantum chemistry calculation of a cluster of 2 separate species, C9H11BrNO in total, from OMol25.

Last column: Löwdin charge in e.
Atoms and positions in Å:
1 C -2.71 1.41 -1.73  -0.033
2 C -2.23 1.98 -0.56  -0.044
3 C -1.90 0.58 -2.49  -0.045
4 C -0.93 1.74 -0.16  -0.043
5 C -0.62 0.29 -2.07  0.005
6 C -0.11 0.90 -0.91  -0.271
7 C 1.28 0.70 -0.58  -0.675
8 C 1.22 -2.66 2.66  -0.039
9 C 1.07 -0.44 1.63  0.057
10 N 1.20 -1.70 1.57  -0.094
11 O 1.98 -0.24 -1.17  0.050
12 Br 2.26 2.16 0.16  0.900
13 H -3.72 1.62 -2.05  0.118
14 H -2.86 2.62 0.04  0.117
15 H -2.27 0.16 -3.41  0.117
16 H -0.55 2.19 0.75  0.100
17 H 0.03 -0.35 -2.66  0.122
18 H 0.34 -3.30 2.60  0.100
19 H 2.11 -3.28 2.59  0.099
20 H 1.22 -2.14 3.62  0.097
21 H 0.97 0.03 2.60  0.076
22 H 1.29 -2.13 0.65  0.146
23 H 2.94 -0.14 -1.09  0.139

For the frontier orbital gap (alpha / beta), the calculation gives 7.87 / 7.87 eV. The value obtained for the HOMO energy (alpha / beta) is -12.36 / -12.36 eV. The value obtained for the LUMO energy (alpha / beta) is -4.49 / -4.49 eV. As for the charge: +1. The energy above the lowest of the compared OMol25 structures with the same formula, charge and spin comes out at 1.808 eV.



No. 8
The following is a quantum chemistry calculation of an isolated molecule of C9H11Cl2N3, from OMol25.

Last column: Löwdin charge in e.
Atoms and positions in Å:
1 C -1.88 1.68 0.20  -0.036
2 C -3.04 0.97 0.13  -0.762
3 C -0.59 0.94 0.30  -0.306
4 C -2.18 -1.19 0.01  -0.660
5 C 1.06 -0.53 -0.09  -0.319
6 C -0.10 0.13 -0.72  -0.199
7 C 2.39 -0.31 -0.80  -0.016
8 C -0.29 0.24 -2.19  -0.019
9 C 1.80 -0.58 2.41  -0.024
10 N -3.08 -0.37 0.26  -0.016
11 N 0.13 0.89 1.39  0.150
12 N 1.15 0.01 1.25  -0.193
13 Cl -4.56 1.75 -0.19  0.667
14 Cl -2.23 -2.81 0.26  0.718
15 H -1.88 2.67 0.56  0.086
16 H 0.74 -1.63 -0.01  0.166
17 H 3.19 -0.80 -0.39  0.042
18 H 2.73 0.74 -0.72  0.110
19 H 2.16 -0.60 -1.82  0.075
20 H -1.36 -0.17 -2.42  0.124
21 H 0.40 -0.13 -2.85  0.043
22 H -0.52 1.28 -2.36  0.085
23 H 1.63 -1.71 2.39  0.098
24 H 2.88 -0.46 2.11  0.086
25 H 1.43 -0.01 3.30  0.104

For the frontier orbital gap (alpha / beta), the calculation gives 6.12 / 7.58 eV. The value obtained for the HOMO energy (alpha / beta) is -6.77 / -7.65 eV. The value obtained for the LUMO energy (alpha / beta) is -0.65 / -0.07 eV. As for the charge: 0. The energy above the lowest of the compared OMol25 structures with the same formula, charge and spin comes out at 3.280 eV.



No. 9
The following is a quantum chemistry calculation of a structure of composition C9H11Cl2NO2Tl, from OMol25.

Last column: Löwdin charge in e.
Atoms and positions in Å:
1 C -0.91 1.02 -2.60  -0.187
2 C 0.46 0.77 -2.80  -0.163
3 C 1.21 1.38 -1.74  -0.151
4 C 0.29 2.01 -0.85  -0.260
5 C -1.05 1.85 -1.43  -0.292
6 Tl -0.87 0.17 0.19  1.024
7 N -1.68 -1.80 0.10  -0.329
8 C -0.04 -2.91 -0.59  -0.275
9 C 1.01 -2.38 -1.27  -0.139
10 H 2.32 1.40 -1.67  0.099
11 H 0.91 0.25 -3.66  0.089
12 H 0.54 2.60 0.03  0.098
13 H -1.94 2.36 -1.08  0.090
14 H -1.71 0.70 -3.25  0.086
15 H 0.98 -2.31 -2.37  0.025
16 H -0.89 -3.35 -1.14  0.048
17 H -2.74 -1.80 0.35  -0.105
18 H 1.94 -2.09 -0.72  0.040
19 H -0.01 -3.04 0.49  0.041
20 Cl 0.48 -0.82 4.72  0.618
21 C 0.41 0.81 4.05  -1.012
22 Cl 1.90 1.79 4.21  0.584
23 C 0.05 0.72 2.57  -0.751
24 O -1.07 1.23 2.14  -0.132
25 O 0.82 0.07 1.79  -0.111
26 H -0.40 1.35 4.53  0.064

For the frontier orbital gap, the calculation gives 6.28 eV. The value obtained for the HOMO energy is -3.56 eV. The value obtained for the LUMO energy is 2.72 eV. As for the charge: -1.



No. 10
The following is a quantum chemistry calculation of a cluster of 4 separate species, C9H11Cl6F in total, from OMol25.

Last column: Löwdin charge in e.
Atoms and positions in Å:
1 F 1.64 4.54 1.54  0.031
2 C 0.58 3.66 1.52  -0.255
3 C -0.61 4.02 2.12  -0.018
4 C -1.68 3.10 2.10  -0.077
5 C -1.54 1.86 1.49  -0.095
6 C -0.33 1.51 0.89  -0.098
7 C 0.77 2.37 0.98  -0.024
8 H -0.64 5.04 2.50  0.115
9 H -2.66 3.42 2.42  0.100
10 H -2.42 1.27 1.28  0.097
11 H -0.17 0.55 0.41  0.067
12 H 1.74 2.10 0.57  0.086
13 Cl 1.55 -6.44 0.22  0.469
14 C 0.98 -5.13 1.29  -1.066
15 Cl -0.41 -5.71 2.12  0.538
16 H 1.78 -4.77 1.94  0.042
17 H 0.60 -4.42 0.56  -0.028
18 Cl 1.52 -2.75 -1.65  0.505
19 C 2.22 -1.15 -1.25  -1.004
20 Cl 2.35 -0.81 0.47  0.554
21 H 3.24 -1.16 -1.65  0.025
22 H 1.67 -0.34 -1.73  -0.020
23 Cl -0.45 0.40 -3.45  0.504
24 C -2.09 -0.29 -3.57  -1.000
25 Cl -3.15 0.75 -4.55  0.496
26 H -1.96 -1.28 -3.99  0.030
27 H -2.53 -0.35 -2.58  0.025

For the frontier orbital gap, the calculation gives 9.78 eV. The value obtained for the HOMO energy is -9.41 eV. The value obtained for the LUMO energy is 0.36 eV. As for the charge: 0. The energy above the lowest of the compared OMol25 structures with the same formula, charge and spin comes out at 0.000 eV. As for the SMILES: Fc1ccccc1.ClCCl.ClCCl.ClCCl.



| no. | energy (Ha) |
| --- | --- |
| 1 | -897.36523 |
| 2 | -788.84162 |
| 3 | -638.37065 |
| 4 | -374.30307 |
| 5 | -905.05570 |
| 6 | -3426.33386 |
| 7 | -3053.22001 |
| 8 | -1433.99347 |
| 9 | -1647.51075 |
| 10 | -3210.53111 |